1.
{
  "formula": "C3H4OS2",
  "method": "ωB97M-V with the def2-TZVPD basis set",
  "elements": ["C", "C", "C", "O", "S", "S", "H", "H", "H", "H"],
  "coordinates": [[0.00960, -1.20718, 0.23423], [0.41459, 0.68841, 0.50089], [0.62723, 1.35305, -0.74070], [-2.61332, -1.35787, 0.80450], [0.11695, -2.67178, 1.14138], [-1.59275, -1.94666, -0.02253], [1.18157, 0.46415, 1.23552], [1.68591, 1.58226, -0.93796], [0.09990, 2.29900, -0.69785], [0.07031, 0.79663, -1.51749]],
  "atomic_forces_ev_per_a": [[-0.08, 3.54, 0.37], [-0.36, -6.69, 1.15], [-0.61, 0.81, -1.32], [-0.87, 0.47, 0.40], [-0.15, 0.59, -0.24], [1.58, -0.23, -0.17], [0.05, 0.93, 0.18], [-0.35, -0.35, -0.33], [-0.03, 0.62, -0.02], [0.83, 0.32, -0.02]],
  "nbo_charge": [-0.540, 0.018, -0.751, -0.889, 0.090, 1.177, 0.173, 0.234, 0.243, 0.245],
  "homo_energy_ev": [-9.2, -8.0],
  "molar_mass_g_mol": 120.20,
  "spin_multiplicity": 1
}

---

2.
{
  "formula": "C35H37AlB2BeBr2CsF9N6Na2O21PS3",
  "method": "ωB97M-V with the def2-TZVPD basis set",
  "elements": ["C", "O", "B", "O", "N", "C", "C", "P", "O", "O", "O", "C", "C", "N", "C", "C", "O", "C", "C", "O", "C", "C", "C", "C", "F", "C", "S", "C", "C", "O", "N", "O", "C", "Br", "C", "C", "B", "O", "O", "C", "C", "C", "C", "C", "S", "C", "N", "N", "C", "O", "C", "H", "H", "H", "H", "H", "H", "H", "H", "H", "H", "H", "H", "H", "H", "H", "H", "H", "H", "H", "H", "H", "H", "H", "H", "H", "H", "H", "H", "H", "H", "H", "H", "Na", "C", "C", "C", "O", "C", "C", "C", "O", "O", "O", "H", "H", "Cs", "Be", "Br", "C", "N", "O", "O", "H", "H", "H", "C", "F", "F", "F", "S", "O", "O", "O", "F", "Al", "F", "F", "F", "Na", "F"],
  "coordinates": [[0.22034, 0.55815, 5.28550], [0.77333, 1.60271, 4.45265], [0.10692, 1.70358, 3.17644], [-1.29675, 1.97955, 2.98814], [0.94246, 1.51952, 1.92642], [1.07990, 2.77667, 1.14578], [2.27685, 3.71879, 1.54705], [3.49829, 3.21911, 2.92449], [4.73913, 4.13793, 2.70652], [2.91279, 3.61769, 4.48367], [4.03033, 1.61392, 2.78438], [2.50438, 5.10043, 0.83297], [1.57932, 5.62224, -0.32374], [1.82181, 6.89835, -1.01967], [3.16037, 7.45991, -0.74083], [3.40031, 8.77558, 0.17051], [4.16477, 6.89434, -1.26731], [0.78439, 7.92348, -0.73580], [0.13035, 8.24621, 0.68249], [0.42084, 8.63498, -1.71798], [0.37660, 4.68313, -0.72327], [-0.63954, 5.05728, -1.89344], [-2.01199, 5.74046, -1.41474], [-2.40722, 5.49265, 0.11250], [-2.03381, 7.16011, -1.75548], [0.15050, 3.30023, 0.00144], [-1.29550, 2.22636, -0.50493], [-0.73351, 0.53048, -0.00207], [-1.37013, -0.68879, -0.75028], [-2.37037, -0.55484, -1.77856], [-1.74916, -0.21163, -2.95694], [-1.76477, -1.13727, -3.70910], [-0.94067, -2.14338, -0.34872], [-1.77992, -3.67555, -1.28564], [0.12282, -2.31309, 0.81813], [0.46931, -3.84538, 1.21048], [-0.78184, -4.34196, 2.16142], [-1.14153, -3.68253, 3.41239], [-1.61525, -5.47137, 1.79226], [0.77225, -1.08797, 1.56843], [1.82801, -1.41630, 2.70713], [3.28191, -1.83721, 2.17005], [3.87015, -3.17209, 2.89837], [3.69251, -3.12740, 4.49815], [2.47962, -4.50955, 4.93996], [1.30243, -3.82221, 6.20017], [0.02488, -4.50449, 6.37430], [-0.61266, -3.82908, 7.36889], [0.23418, -2.73842, 7.79799], [1.48185, -2.68411, 7.05650], [0.34228, 0.41354, 1.16201], [1.10702, -0.00132, 5.78474], [-0.42250, 0.99701, 6.14215], [-0.40056, -0.22422, 4.71794], [-1.78347, 1.47801, 3.68129], [3.40957, 4.41507, 4.80278], [4.96376, 1.70380, 2.45199], [3.40762, 5.69255, 1.23394], [2.98672, 8.64605, 1.23665], [2.86533, 9.69728, -0.28301], [4.51672, 9.06949, 0.19961], [-0.79651, 8.90040, 0.46592], [0.79813, 8.89713, 1.36547], [-0.22425, 7.33031, 1.26088], [-0.10274, 5.84078, -2.55660], [-0.77355, 4.12635, -2.55043], [-2.85884, 5.26808, -2.04480], [-3.29761, 6.19995, 0.33086], [-1.59445, 5.78856, 0.86906], [-2.82391, 4.43401, 0.31570], [1.44914, -3.89369, 1.79199], [0.58100, -4.50489, 0.26877], [-1.33406, -2.72856, 3.25355], [-2.32543, -5.58506, 2.47513], [1.38849, -2.28856, 3.32419], [1.96814, -0.55442, 3.46803], [4.06446, -1.01579, 2.40698], [3.34650, -2.03125, 1.03890], [3.44602, -4.14112, 2.43223], [5.00713, -3.20158, 2.68614], [4.69827, -3.44472, 4.95519], [3.31335, -2.12193, 4.88421], [-0.17981, -2.05806, 8.64323], [1.18436, -0.66150, 8.32642], [-5.00538, -8.51069, -1.66946], [-4.61995, -7.19987, -1.60911], [-3.34306, -6.89950, -2.39417], [-2.86679, -5.77984, -2.53116], [-2.63263, -8.02999, -3.02283], [-3.01294, -9.33838, -3.06782], [-4.34934, -9.61582, -2.37279], [-4.91183, -10.71903, -2.36633], [-2.40399, -10.30622, -3.60960], [-5.18220, -6.25709, -1.00893], [-5.90802, -8.81460, -1.15247], [-1.69247, -7.73642, -3.50030], [-3.40675, -11.59520, -4.94455], [-1.68677, -7.32136, -5.67783], [-3.23725, -7.48690, -7.48951], [-1.44964, 5.42829, -5.96847], [-2.14679, 4.59184, -4.95789], [-3.34738, 4.72795, -4.85027], [-1.45589, 3.82188, -4.30075], [-2.18353, 6.05718, -6.46906], [-0.71521, 6.03658, -5.44131], [-0.96996, 4.75471, -6.67796], [3.67452, -7.08679, -6.91760], [3.54455, -6.19543, -7.93016], [4.74161, -7.85792, -7.23302], [4.04162, -6.36659, -5.83080], [2.12974, -8.08228, -6.63344], [1.88726, -8.78133, -7.88864], [1.09534, -7.09372, -6.30842], [2.44533, -8.97436, -5.52564], [-5.24720, 5.54010, -1.12709], [-6.24967, 5.34571, -2.58346], [-7.94830, 5.66300, -2.17953], [-6.08540, 3.68840, -3.19418], [-5.71169, 6.49215, -3.82665], [1.43988, 0.39284, -0.83882], [2.75464, -2.33221, -0.70819]],
  "atomic_forces_ev_per_a": [[0.01, -0.18, 1.06], [-1.82, -1.50, -1.13], [-0.96, 0.64, -0.09], [2.47, -1.73, 1.50], [-1.63, 1.29, -1.52], [1.26, 4.03, -1.42], [-2.75, 0.24, -2.28], [3.98, 3.29, -0.64], [-3.03, -2.35, 0.61], [0.51, -0.92, -1.96], [-0.92, 2.30, 0.35], [-1.99, -1.79, -0.27], [-0.48, -4.43, 2.36], [-0.07, 0.11, 2.82], [4.04, -1.08, -1.65], [-0.45, 0.51, -0.42], [-4.06, 2.07, 2.26], [-2.27, 3.25, -2.91], [-0.55, 0.34, 0.08], [1.87, -2.83, 3.93], [1.56, -0.70, 1.46], [1.52, 0.84, 0.42], [-1.26, -1.27, -0.28], [-0.88, 1.27, 0.16], [0.47, -2.16, 0.88], [2.57, 0.83, 1.45], [1.55, -0.22, 0.61], [0.33, -1.52, 1.33], [2.35, -1.02, 2.62], [0.74, -0.50, 3.93], [1.42, -1.71, -3.45], [-0.23, 2.21, 1.27], [1.26, 3.21, 1.65], [1.04, 1.92, 1.32], [-0.73, 1.70, -1.19], [-0.41, 0.86, -0.18], [-1.57, -1.36, 0.00], [0.16, 0.32, -1.85], [1.44, 2.30, 1.74], [-2.30, 0.55, -2.33], [-0.09, -0.04, 0.29], [1.32, -0.55, 0.45], [0.28, 0.66, -0.41], [0.73, -0.49, -0.41], [-1.10, 2.00, 1.74], [-2.10, -1.72, -0.54], [4.33, 3.76, 0.90], [4.16, 3.94, 0.88], [-3.36, -4.05, -1.51], [-3.08, -2.52, -0.08], [-1.94, -4.98, -0.95], [-1.19, 0.72, -0.95], [0.78, -0.51, -1.37], [0.93, 1.09, 0.77], [0.01, 0.93, -0.55], [-0.24, -1.00, -0.86], [-1.05, 0.17, 0.43], [-1.58, -1.03, -0.91], [0.70, 0.00, -1.68], [0.62, -1.63, 0.64], [-1.84, -1.01, -0.13], [1.53, -1.23, 0.12], [-0.76, -1.28, -1.26], [0.75, 1.14, -0.85], [-0.81, -1.24, 1.02], [-0.13, 1.50, 1.38], [1.31, 0.96, 0.99], [1.35, -1.22, -0.52], [-0.96, -0.74, -1.22], [0.95, 1.68, -0.55], [-1.35, 0.21, -0.87], [-0.23, 1.34, 1.46], [0.46, -1.03, 0.10], [0.85, 0.18, -0.91], [0.53, 1.23, -1.03], [-0.44, -1.09, -1.52], [-1.50, -1.07, -0.26], [-0.70, 0.23, 0.98], [0.52, 1.55, 0.86], [-1.86, 0.03, 0.32], [-1.69, 0.76, -0.32], [0.60, -1.46, -0.54], [1.08, -1.45, -1.64], [0.73, 0.86, -0.27], [0.23, -2.63, -0.71], [0.01, 2.15, 0.67], [0.93, 0.17, -0.82], [-0.45, -0.38, 0.05], [0.29, 1.50, -1.44], [-0.58, -0.74, 0.69], [-1.85, 1.96, 1.94], [1.06, -0.74, -0.97], [2.97, 4.34, 4.00], [0.61, -0.89, -0.55], [-0.03, 0.08, -0.08], [0.90, -0.03, 0.39], [-3.31, -4.50, -4.51], [-1.45, -0.53, -1.41], [2.07, 0.18, 2.36], [0.02, 0.20, -0.25], [-0.88, 0.06, 0.01], [0.81, -0.18, 0.04], [-0.18, -0.01, -0.60], [0.02, -0.14, 0.18], [0.00, -0.15, -0.05], [0.06, 0.05, 0.17], [1.10, 1.03, -0.12], [-0.33, -0.55, 0.39], [-0.85, -0.01, 0.19], [-0.51, -0.52, -0.33], [-0.79, -2.50, 0.00], [0.47, 0.92, 0.51], [-0.69, 0.58, 0.24], [0.22, 1.00, -0.53], [-0.78, -0.20, -1.29], [-0.27, -0.09, -0.35], [1.74, -0.29, -0.34], [-0.12, 1.69, 0.71], [-0.49, -1.11, 1.32], [1.63, -1.01, -1.34], [-0.31, 0.91, 0.35]],
  "lowdin_charge": [-0.093, -0.018, -0.575, 0.149, 0.039, -0.147, -0.116, 0.682, -0.382, -0.205, -0.191, 0.053, -0.080, 0.038, -0.356, -0.012, 0.048, -0.371, -0.003, 0.062, -0.056, -0.117, -0.275, -0.066, -0.071, -0.285, 1.002, -0.356, -0.210, -0.117, -0.005, 0.096, -0.377, 0.941, -0.094, -0.055, -0.514, 0.040, 0.085, -0.018, -0.151, -0.176, -0.246, -0.424, 0.967, -0.456, 0.033, 0.038, -0.179, -0.095, -0.178, 0.085, 0.110, 0.120, 0.113, 0.088, 0.096, 0.106, 0.080, 0.100, 0.100, 0.111, 0.082, 0.068, 0.131, 0.078, 0.143, 0.095, 0.058, 0.077, 0.078, 0.124, 0.092, 0.116, 0.094, 0.100, 0.102, 0.074, 0.103, 0.121, 0.084, 0.081, 0.122, 0.730, 0.018, -0.418, -0.310, -0.092, 0.003, -0.449, -0.385, -0.070, -0.651, 0.002, 0.112, 0.053, 1.357, 0.695, -0.056, 0.051, -0.415, 0.113, 0.001, 0.100, 0.097, 0.099, -0.619, 0.100, 0.105, 0.104, 0.465, -0.330, -0.389, -0.329, -0.234, 0.039, -0.257, -0.251, -0.251, 0.573, -0.653],
  "homo_energy_ev": -5.2,
  "total_charge": -1,
  "molar_mass_g_mol": 1572.17,
  "spin_multiplicity": 1
}

---

3.
{
  "formula": "C22H51N2O7",
  "method": "ωB97M-V with the def2-TZVPD basis set",
  "elements": ["C", "O", "C", "C", "C", "C", "C", "N", "N", "C", "C", "O", "C", "C", "O", "H", "H", "H", "H", "H", "H", "H", "H", "H", "H", "H", "H", "H", "H", "H", "H", "H", "H", "H", "C", "C", "C", "O", "H", "H", "H", "H", "H", "H", "H", "H", "C", "C", "C", "O", "H", "H", "H", "H", "H", "H", "H", "H", "C", "C", "C", "O", "H", "H", "H", "H", "H", "H", "H", "H", "C", "C", "C", "O", "H", "H", "H", "H", "H", "H", "H", "H"],
  "coordinates": [[-1.18428, 5.14588, 2.46233], [-1.22300, 4.65851, 3.81109], [-0.87929, 3.27139, 3.83276], [-0.93131, 2.76162, 5.26850], [-1.12391, 1.23358, 5.24153], [0.23071, 0.50473, 5.26932], [0.59613, -0.14503, 3.92320], [1.45284, 0.79310, 3.22416], [2.30977, 0.16856, 2.24117], [3.57165, -0.20789, 2.76164], [3.74960, -0.71090, 4.17631], [4.53859, -0.07570, 2.08609], [1.69298, -0.79667, 1.44088], [2.03330, -2.26682, 1.58069], [0.90751, -0.51570, 0.60125], [-0.30875, 5.77602, 2.34995], [-1.09520, 4.31479, 1.77518], [-2.10291, 5.68759, 2.25722], [0.11184, 3.10948, 3.41922], [-1.58676, 2.68874, 3.24487], [0.01645, 3.02658, 5.71859], [-1.70082, 3.27840, 5.83282], [-1.65839, 0.97952, 6.15559], [-1.74619, 0.92285, 4.41250], [1.04429, 1.18302, 5.47209], [0.24182, -0.25484, 6.05118], [1.08681, -1.10231, 4.16714], [-0.32563, -0.41901, 3.37251], [3.09901, -1.53486, 4.42274], [4.76340, -1.04421, 4.31922], [3.52227, 0.10770, 4.84525], [1.22103, -2.85980, 1.19225], [2.27986, -2.52294, 2.59987], [2.92428, -2.49828, 1.00376], [0.83296, -3.17913, -3.39861], [-0.17674, -3.67989, -2.38017], [-1.38570, -2.75857, -2.30274], [0.44088, -3.76471, -1.10148], [1.19217, -2.18778, -3.11415], [1.70096, -3.83974, -3.44035], [0.39505, -3.11434, -4.39635], [-0.50215, -4.68914, -2.64598], [-1.08744, -1.75367, -1.99467], [-2.09700, -3.12259, -1.55919], [-1.89289, -2.68976, -3.26795], [0.73376, -2.87226, -0.86741], [0.03247, 6.78569, -2.44490], [0.00450, 5.49893, -1.63210], [-0.62734, 4.35970, -2.41761], [-0.71173, 5.70673, -0.41771], [-0.98367, 7.09997, -2.70125], [0.48420, 7.59271, -1.86666], [0.59927, 6.65892, -3.36921], [1.02027, 5.22448, -1.34628], [-1.66421, 4.59853, -2.67333], [-0.64262, 3.44781, -1.81994], [-0.07902, 4.16299, -3.34118], [-1.61760, 5.95075, -0.64186], [-3.55882, -6.37279, -2.78654], [-3.76257, -6.10169, -1.30393], [-2.68834, -6.77414, -0.46403], [-5.05446, -6.56494, -0.90309], [-3.61845, -7.44477, -2.99744], [-4.33922, -5.88780, -3.37465], [-2.58852, -6.00679, -3.12616], [-3.74613, -5.02695, -1.12245], [-2.72009, -7.85983, -0.59915], [-2.85213, -6.57516, 0.59516], [-1.69253, -6.41871, -0.73412], [-5.08395, -7.51632, -1.05698], [1.73103, 1.37879, -2.65202], [1.97313, 0.83307, -4.05226], [2.40067, 1.93336, -5.01269], [0.78876, 0.19783, -4.53884], [0.92814, 2.12251, -2.66469], [1.42104, 0.58404, -1.97253], [2.62923, 1.84633, -2.24682], [2.74314, 0.06114, -4.01519], [1.61868, 2.69371, -5.09659], [2.56573, 1.52769, -6.01241], [3.31905, 2.41690, -4.67614], [0.09053, 0.86174, -4.57822]],
  "atomic_forces_ev_per_a": [[0.21, -0.39, 1.02], [-0.16, -0.08, -0.67], [-0.16, 0.36, 0.80], [0.00, -0.13, -1.06], [0.81, 0.66, 1.58], [-0.69, -0.70, -0.87], [0.62, 0.00, 0.05], [0.00, 0.66, 0.14], [-0.29, -1.09, 1.05], [-1.45, -0.12, 1.01], [-0.38, 0.34, 0.21], [2.21, 0.02, -1.73], [1.82, -0.48, 0.56], [0.77, 0.16, 0.28], [-2.46, 0.89, -1.99], [0.05, 0.27, -0.23], [-0.03, -0.08, -0.30], [-0.08, 0.24, -0.07], [0.20, -0.15, -0.18], [-0.24, 0.09, -0.33], [0.20, -0.08, 0.42], [-0.38, 0.07, -0.10], [-0.24, -0.18, 0.09], [-0.04, -0.07, -0.28], [0.21, 0.37, 0.17], [-0.14, -0.11, 0.09], [0.07, -0.20, -0.15], [-0.13, -0.08, 0.03], [-0.39, -0.14, 0.03], [0.45, 0.06, -0.11], [-0.09, 0.13, 0.31], [-0.28, -0.16, 0.09], [-0.15, -0.25, 0.34], [0.19, 0.06, -0.24], [0.13, -0.15, -0.15], [0.10, 0.61, 0.06], [-0.21, -0.08, -0.01], [0.00, -0.25, 0.01], [-0.12, 0.06, -0.06], [-0.06, -0.07, 0.02], [0.02, 0.08, 0.00], [0.07, -0.07, 0.14], [0.09, -0.01, -0.06], [0.01, -0.04, -0.02], [0.00, 0.02, 0.00], [-0.07, 0.00, 0.11], [0.14, 0.11, 0.06], [-0.48, 0.11, -0.28], [0.01, -0.15, 0.08], [0.18, 0.05, 0.02], [-0.01, -0.09, -0.06], [0.04, -0.04, 0.00], [-0.02, 0.01, -0.01], [-0.03, 0.00, 0.15], [0.03, 0.09, -0.06], [0.04, 0.04, 0.02], [-0.02, 0.02, -0.01], [0.06, -0.05, -0.01], [-0.09, 0.17, -0.14], [0.17, -0.59, -0.13], [0.04, 0.09, 0.14], [-0.12, 0.22, 0.05], [0.09, -0.03, 0.09], [0.03, 0.06, 0.03], [0.00, -0.02, 0.00], [-0.16, 0.00, 0.05], [0.02, 0.01, -0.11], [0.02, 0.06, -0.02], [0.00, 0.00, 0.02], [0.04, 0.07, 0.02], [-0.01, -0.20, 0.04], [-0.30, 0.56, 0.21], [0.11, -0.12, -0.18], [0.08, -0.24, -0.17], [0.14, -0.03, -0.08], [0.06, 0.02, 0.05], [-0.01, 0.01, 0.03], [-0.10, -0.12, -0.07], [0.00, 0.03, 0.11], [0.03, -0.02, 0.02], [-0.02, 0.02, 0.01], [0.07, -0.02, 0.09]],
  "lowdin_charge": [-0.121, -0.200, -0.249, -0.178, -0.203, -0.208, -0.345, -0.060, -0.079, -0.516, -0.018, 0.079, -0.517, 0.007, 0.069, 0.079, 0.068, 0.075, 0.107, 0.114, 0.101, 0.100, 0.089, 0.092, 0.083, 0.091, 0.072, 0.091, 0.051, 0.067, 0.072, 0.063, 0.059, 0.089, -0.057, -0.500, -0.051, -0.062, 0.070, 0.078, 0.080, 0.118, 0.084, 0.067, 0.078, 0.064, -0.066, -0.483, -0.067, -0.058, 0.077, 0.077, 0.076, 0.144, 0.082, 0.078, 0.067, 0.092, -0.062, -0.496, -0.056, -0.059, 0.079, 0.079, 0.066, 0.129, 0.079, 0.082, 0.076, 0.082, -0.038, -0.493, -0.067, -0.066, 0.049, 0.072, 0.090, 0.136, 0.070, 0.074, 0.079, 0.084],
  "homo_energy_ev": -2.7,
  "total_charge": -1,
  "molar_mass_g_mol": 455.66,
  "spin_multiplicity": 1
}